No. 1
This record from OMol25 describes a 4-piece molecular cluster, C4H13NO2 overall. The level of theory is the ωB97M-V functional and the def2-TZVPD basis.

The geometry in ORCA input format:
```
! wB97M-V def2-TZVPD RIJCOSX def2/J DEFGRID3
* xyz -1 2
N 1.7107 -1.5657 3.1806
C -0.1446 -0.5514 1.7306
C -1.1159 -0.5587 -2.0684
C -1.3910 -0.7351 -0.5509
C -0.2847 -0.8448 0.2866
H 0.5977 -1.2556 2.2722
H 1.6140 -2.2233 3.9127
H -1.0916 -0.7896 2.1263
H 0.1983 0.4608 1.9560
H -0.8381 0.4677 -2.2892
H -2.0319 -0.9423 -2.5917
H -0.2611 -1.2654 -2.5259
H -2.3639 -0.5225 -0.0666
H 0.6058 -1.1924 -0.1243
H -0.8182 3.2413 -0.7011
H 0.5531 2.1504 -1.7736
O -0.9420 2.4711 -1.2582
H 2.6681 -1.1527 3.1727
H 1.8694 2.8429 -2.5461
O 1.4659 1.9652 -2.1416
*
```

Kohn-Sham gap (spin up / spin down), eV: 6.874 / 4.343
ΔE to the lowest compared entry with this formula, charge and spin, kJ/mol: 359.94
Expectation value of S²: 0.76
Energy, eV: -9939.0668

No. 2
This record from OMol25 describes C51H136BeN2O19 as an isolated structure. The level of theory is the ωB97M-V functional and the def2-TZVPD basis.

The geometry in ORCA input format:
```
! wB97M-V def2-TZVPD RIJCOSX def2/J DEFGRID3
* xyz 0 1
Be 2.8340 -5.5979 1.2631
C 0.9733 0.0567 -3.5823
C 1.7786 -0.1157 -2.2613
C 2.0229 1.3499 -1.7255
C 0.7580 2.0418 -1.1242
C 0.1664 1.1059 0.0165
C -0.1477 -0.3363 -0.4668
N 1.0302 -0.8901 -1.2316
O 0.7857 -2.2655 -1.6695
C -1.4297 -0.1831 -1.3657
C -0.4971 -1.1822 0.7976
C 3.1762 -0.7132 -2.5494
H 1.5620 0.2219 -4.4846
H 0.2181 0.8422 -3.6106
H 0.4325 -0.8743 -3.7522
H 2.4358 2.0274 -2.4728
H 2.7641 1.2866 -0.9288
H -0.0186 2.2515 -1.8598
H 1.0784 3.0104 -0.7405
H -0.6949 1.5753 0.4917
H 0.8853 1.0393 0.8330
H -2.3306 0.1883 -0.8773
H -1.7247 -1.1508 -1.7714
H -1.2161 0.4996 -2.1882
H 0.3646 -1.6483 1.2755
H -1.1366 -2.0508 0.6405
H -1.0421 -0.6517 1.5784
H 3.8460 -0.6188 -1.6946
H 3.5900 -0.0757 -3.3306
H 3.0864 -1.7173 -2.9640
C 1.9459 -3.6826 8.9776
C 3.4656 -3.7546 8.8996
C 3.9077 -3.7899 10.4345
C 5.4024 -4.0974 10.5669
C 5.6523 -5.4080 10.0105
C 5.2688 -5.5752 8.5187
N 3.9010 -5.0434 8.2466
O 3.4798 -5.1424 6.8420
C 5.2436 -7.0969 8.3018
C 6.3605 -4.9255 7.6565
C 3.9390 -2.3924 8.2808
H 1.5885 -3.6021 7.9510
H 1.5659 -2.7398 9.3711
H 1.4878 -4.5615 9.4312
H 3.3424 -4.5185 11.0155
H 3.6617 -2.8583 10.9442
H 5.6001 -4.1103 11.6388
H 5.9993 -3.2762 10.1700
H 5.1305 -6.1186 10.6514
H 6.7073 -5.6105 10.1952
H 5.1749 -7.4839 7.2851
H 4.4618 -7.6025 8.8687
H 6.1829 -7.4838 8.6969
H 7.3588 -5.2810 7.9117
H 6.3751 -3.8437 7.7896
H 6.3221 -5.1208 6.5848
H 3.7447 -2.3254 7.2103
H 5.0149 -2.2345 8.3559
H 3.3480 -1.5308 8.5916
C 8.3441 3.4743 3.4573
C 7.3842 2.3607 3.9211
O 8.1305 1.1560 3.8218
H 7.8185 4.3508 3.8362
H 8.4977 3.5193 2.3791
H 9.2911 3.5134 3.9956
H 6.5587 2.3204 3.2104
H 7.0195 2.5074 4.9377
H 8.7400 1.1555 4.5635
C -7.0168 -2.2214 -6.7862
C -6.1693 -1.0984 -7.4672
O -7.0735 -0.0602 -7.7688
H -6.5733 -3.2143 -6.7111
H -7.8789 -2.4115 -7.4255
H -7.4315 -1.8880 -5.8349
H -5.6731 -1.5644 -8.3185
H -5.3687 -0.7297 -6.8259
H -6.6658 0.5538 -8.3839
C -3.7568 1.6649 7.9300
C -4.6971 1.0522 8.9975
O -6.0221 1.3294 8.6132
H -3.8794 2.7458 7.9986
H -3.9917 1.2094 6.9681
H -2.7007 1.5147 8.1542
H -4.4017 1.4291 9.9766
H -4.4644 -0.0122 9.0287
H -6.5988 1.0266 9.3184
C -1.7540 -10.0039 1.1251
C -1.9822 -8.5654 1.3559
O -0.9492 -7.9806 2.1585
H -2.6589 -10.4109 0.6738
H -1.3309 -10.5330 1.9790
H -0.9878 -10.1029 0.3562
H -2.9643 -8.3548 1.7794
H -1.9498 -8.1036 0.3691
H -1.0290 -8.3343 3.0474
C -6.6262 4.0219 -3.5655
C -7.4713 2.7910 -3.1979
O -8.3376 2.6018 -4.2054
H -7.2340 4.9158 -3.7058
H -6.1473 3.8374 -4.5271
H -5.8245 4.1748 -2.8430
H -7.9712 2.9877 -2.2495
H -6.7798 1.9501 -3.1456
H -7.9008 2.2227 -4.9717
C 11.2236 -4.4452 -4.8443
C 10.0782 -3.4377 -4.5730
O 9.3561 -3.1210 -5.7138
H 10.8792 -5.3623 -5.3223
H 11.7548 -4.6281 -3.9102
H 11.9823 -4.0038 -5.4907
H 10.4963 -2.4544 -4.3575
H 9.4565 -3.7579 -3.7370
H 9.8679 -2.5603 -6.3014
C -2.5388 7.9650 1.8059
C -3.2151 7.8739 3.1920
O -2.5088 8.7206 4.0661
H -3.0630 7.4356 1.0103
H -1.5352 7.5397 1.8122
H -2.4436 8.9319 1.3118
H -3.1667 6.8404 3.5350
H -4.2552 8.1999 3.2027
H -1.6536 8.2887 4.1271
C 2.0649 5.3091 7.4649
C 1.9553 5.4115 5.8892
O 1.7858 6.7546 5.5083
H 2.8481 5.9479 7.8732
H 2.3157 4.2547 7.5808
H 1.1630 5.4843 8.0514
H 1.0425 4.9022 5.5799
H 2.7922 4.9230 5.3901
H 2.6588 7.1514 5.4641
C 4.9904 7.9709 -1.4227
C 4.7354 8.1000 0.0859
O 5.8233 8.8901 0.6577
H 5.8274 7.3224 -1.6818
H 5.1922 8.9827 -1.7741
H 4.1231 7.5749 -1.9510
H 4.7395 7.0908 0.4979
H 3.7994 8.6061 0.3224
H 5.7806 9.7665 0.2684
O 5.7883 -6.1446 -6.4472
H 6.1382 -5.2625 -6.3216
H 4.8383 -6.0278 -6.4493
O 4.8457 -2.4062 2.9464
H 4.4285 -2.4420 3.8071
H 5.6246 -1.8660 3.0796
O 2.6450 -8.2657 -2.3072
H 2.2239 -8.0431 -3.1375
H 2.7003 -9.2213 -2.3149
C -8.2461 3.5521 3.3245
C -9.1046 2.2587 3.4025
C -8.3146 1.0512 3.0300
O -9.6026 2.0666 4.7401
H -7.6819 3.6650 2.3987
H -7.4958 3.4276 4.1054
H -8.8608 4.4159 3.5776
H -9.9385 2.3490 2.7064
H -9.0308 0.2335 2.9483
H -7.5493 0.8282 3.7734
H -7.8416 1.2036 2.0599
H -8.8947 2.1247 5.3860
C -0.6327 8.3242 -5.4168
C -1.7665 8.9723 -6.2438
C -1.8634 10.4623 -6.0038
O -1.3442 8.8279 -7.5938
H -0.9828 8.2168 -4.3901
H 0.3400 8.8091 -5.4993
H -0.4695 7.2857 -5.7046
H -2.7187 8.4539 -6.1314
H -2.6076 10.9546 -6.6299
H -0.8736 10.8970 -6.1434
H -2.1584 10.6386 -4.9694
H -0.6983 9.5291 -7.7063
C -1.0672 -5.4221 -7.7297
C -0.4147 -6.5739 -7.0148
C 0.0132 -7.7141 -7.9182
O 0.7468 -6.1888 -6.4230
H -0.4151 -5.0451 -8.5176
H -1.3474 -4.6225 -7.0440
H -1.9819 -5.8000 -8.1864
H -1.1256 -6.9300 -6.2692
H 0.7702 -7.3924 -8.6334
H -0.8532 -8.1221 -8.4387
H 0.4763 -8.5326 -7.3672
H 0.5295 -5.5727 -5.7197
C -7.6070 -4.5507 -0.1872
C -9.1527 -4.6848 -0.2113
C -9.7962 -4.1018 -1.4568
O -9.3498 -6.0872 -0.2034
H -7.3062 -4.9106 0.7968
H -7.2434 -3.5312 -0.3152
H -7.1757 -5.1647 -0.9779
H -9.6181 -4.2463 0.6714
H -10.8794 -4.2159 -1.4154
H -9.4644 -4.5490 -2.3938
H -9.6506 -3.0315 -1.6023
H -8.7884 -6.4409 0.4904
C 0.2746 2.4607 -11.0385
C 0.6241 3.9650 -10.8783
C 1.6529 4.4687 -11.8400
O -0.5094 4.6608 -11.2555
H 1.1410 1.8074 -11.1412
H -0.2846 2.2168 -11.9418
H -0.2531 2.0239 -10.1906
H 0.8729 4.2389 -9.8530
H 2.6052 3.9596 -11.6912
H 1.7197 5.5384 -11.6418
H 1.4884 4.2921 -12.9029
H -0.5851 5.4502 -10.7144
*
```

Kohn-Sham gap, eV: 1.425
Energy, eV: -97358.5334